DFT (wB97M-V/def2-TZVPD) results for a structure of composition C24H33N5O6 at a distorted geometry.

Last column: natural (NBO) charge in e.
Cartesian coordinates (Å):
C (-0.7816, -7.6431, -0.8191)  -0.63
C (0.7370, -7.3563, -1.1939)  -0.03
H (1.0194, -7.7657, -2.0919)  0.19
H (1.4644, -7.6425, -0.4445)  0.19
O (1.0772, -5.7781, -1.2915)  -0.54
C (0.5234, -5.0471, -2.3022)  0.78
O (-0.0158, -5.5311, -3.3337)  -0.60
C (0.9041, -3.6567, -2.0657)  -0.20
C (0.5915, -2.8108, -3.1494)  -0.16
C (0.6912, -1.5153, -3.1682)  -0.25
C (1.1244, -0.9053, -1.7275)  0.22
C (1.5482, -1.6541, -0.7158)  -0.29
C (1.3846, -3.0655, -1.1002)  -0.07
H (1.4484, -3.7614, -0.0029)  0.21
H (1.9675, -1.2743, 0.0545)  0.24
N (1.1789, 0.5508, -1.9255)  -0.51
C (1.4864, 1.2991, -1.0210)  0.58
O (1.7186, 0.9578, 0.2350)  -0.73
C (1.4878, 2.5706, -1.1559)  0.06
C (1.3282, 3.8851, -0.4267)  0.07
N (1.3691, 4.9201, -1.3586)  -0.46
C (1.0091, 4.4252, -2.4823)  0.20
N (1.1885, 3.0086, -2.4431)  -0.50
H (0.8507, 4.9525, -3.4392)  0.22
H (1.4622, 5.7918, -0.9055)  0.47
C (1.5146, 4.1497, 0.9643)  0.61
O (1.3701, 5.4476, 1.1030)  -0.70
N (1.7529, 3.1362, 1.9401)  -0.61
C (1.5747, 3.4047, 3.2137)  -0.17
H (1.2209, 4.2842, 3.4305)  0.23
H (2.7416, 3.1859, 3.7436)  0.12
C (0.9225, 2.2424, 3.7992)  -0.31
C (1.3959, 0.7906, 3.6269)  -0.43
C (0.5354, -0.2795, 3.8605)  -0.46
H (0.3000, -0.2709, 4.9930)  0.23
H (0.9833, -1.3582, 3.9333)  0.22
C (-0.6704, -0.3658, 3.2531)  -0.23
N (-1.0165, -0.0152, 1.8436)  -0.58
C (-1.5796, 0.9045, 1.3209)  0.87
O (-2.4400, 1.6595, 2.0514)  -0.76
O (-1.5419, 0.8840, -0.1699)  -0.57
C (-2.5758, 1.7918, -0.7819)  0.29
C (-1.9253, 1.5230, -2.3386)  -0.65
H (-1.7678, 0.4375, -2.6041)  0.20
H (-0.9052, 2.0248, -2.4506)  0.22
H (-2.6579, 1.6363, -3.1056)  0.20
C (-2.3239, 3.1150, -0.6897)  -0.67
H (-2.6747, 3.2599, 0.2704)  0.25
H (-1.1667, 3.4727, -0.5527)  0.23
H (-2.9614, 3.8158, -1.1676)  0.24
C (-3.6998, 1.0719, -0.6166)  -0.65
H (-4.3967, 1.5822, -1.2782)  0.21
H (-3.9631, 1.0664, 0.3836)  0.25
H (-3.8560, 0.0080, -0.9801)  0.23
H (-0.2165, -0.6108, 1.1467)  0.40
H (-1.5293, -1.3741, 3.4425)  0.22
H (-1.4355, 0.4555, 3.6244)  0.26
H (2.2825, 0.8372, 4.2153)  0.21
H (1.6677, 0.6554, 2.6362)  0.21
H (-0.4723, 2.1357, 3.2537)  0.15
H (0.7381, 2.3466, 4.7929)  0.19
H (1.7305, 2.2430, 1.3637)  0.47
H (1.1749, 0.9150, -2.7772)  0.43
H (0.3573, -0.7032, -3.9569)  0.24
H (0.0988, -3.3030, -4.2116)  0.25
H (-1.4053, -7.2310, -1.6443)  0.24
H (-0.8328, -8.6569, -0.8664)  0.21
H (-1.1105, -7.2682, 0.2605)  0.22

## Properties
- E_LUMO (eV) = -0.710
- E_tot (Ha) = -1658.9356